This record from OMol25 describes C28H47NO2P2Pd as an isolated structure. The level of theory is ωB97M-V with the def2-TZVPD basis set.

```
81
Properties=species:S:1:pos:R:3:lowdin_charge:R:1
P -0.29392 1.83971 -5.66923 0.945
C -1.13725 0.54707 5.61452 0.001
C -1.03410 0.51751 -6.75924 -0.450
H 3.74067 -2.00148 0.47532 0.122
C 0.71630 -2.05844 -4.24555 -0.249
H 2.76189 -3.76612 1.51183 0.139
H 0.16179 -3.03520 -0.72929 0.102
O -1.81585 2.34815 0.62253 -0.124
H -1.97725 -2.70265 -4.85347 0.062
C 1.10161 -0.26568 4.66240 -0.128
C 0.41493 1.83731 3.99674 -0.177
H 1.56181 -1.31789 6.50669 0.120
O -2.61959 -1.14108 3.41692 0.033
H -1.39798 2.99170 4.03747 0.103
H 0.92878 1.06143 -0.24909 0.094
H 1.64590 -1.60765 -4.62002 0.055
H -0.83954 2.78223 -7.81374 0.062
C -2.12829 -1.84024 -4.18907 -0.241
C 1.10433 -0.05297 -0.09500 -0.138
H -1.44712 -2.37206 -0.35088 0.103
C 3.51428 -0.24134 3.76589 -0.004
C 2.63242 -1.95989 0.43569 -0.184
H -0.54556 0.61305 -7.74187 0.083
C -0.37477 -2.30742 -0.09892 -0.177
C 1.65688 1.51848 3.30248 -0.195
H 0.21848 -1.98072 5.56029 0.096
H 3.90348 -0.14168 2.74345 0.081
H 2.66774 -2.35079 2.60178 0.075
H 3.08723 0.17607 0.57187 0.093
Pd 0.00649 2.00037 1.55891 0.760
C -1.10803 3.10098 -6.77899 -0.265
H 0.43479 -2.87553 -4.92208 0.069
H 0.05284 3.85840 4.69422 0.122
H -1.28321 -2.39419 1.88551 0.091
H -0.68353 4.08378 -6.51735 0.053
H -1.99939 1.11387 5.22545 0.094
C -2.89150 -0.21953 2.64111 -0.474
H -4.35563 2.47528 1.73541 0.140
H -1.45565 -0.50200 5.75614 0.098
H 1.75704 2.85332 -6.48793 0.055
H 0.17619 -1.08270 -1.77138 0.047
N -1.95361 0.50093 1.92162 0.124
C 0.74089 -2.91896 2.06961 -0.091
C 2.19597 -2.79410 1.68096 -0.161
H 0.91479 -2.44155 -3.23301 0.034
H 3.29069 2.02090 2.01239 0.088
C -0.67375 -0.84239 -6.18588 -0.419
C 1.20116 -1.50700 5.48363 0.008
C -4.05452 1.48902 1.31497 -0.078
H 4.22467 0.28238 4.43697 0.124
C 2.11404 0.25700 3.83964 -0.123
H -4.40573 1.32216 0.27012 0.140
H 0.59874 -3.05995 3.15095 0.094
H 0.92268 1.87142 -7.76409 0.053
C 0.04977 0.66632 4.75747 -0.128
C 0.01019 -0.88339 -0.68653 -0.191
C -0.30219 3.13461 3.95009 -0.015
H 1.86660 -2.24881 5.02878 0.081
C 1.25960 1.89662 -6.70918 -0.258
H -4.78508 0.68885 3.23304 0.138
H -0.85358 0.97552 6.59408 0.127
H -2.20070 3.06851 -6.61712 0.056
C -0.35603 -2.67227 1.34592 -0.093
H 1.93093 1.05568 -6.49250 0.046
C -4.29519 0.31226 2.29397 -0.067
H -2.35152 -2.16682 -3.16472 0.046
H 2.90482 3.27475 3.23327 0.128
H -1.44584 -1.58433 -6.44326 0.085
H 3.59977 -1.31161 4.00124 0.080
C 2.29227 -0.52324 0.30428 -0.106
C -2.56016 1.47215 1.22220 -0.482
H 0.32813 -1.16617 -6.52629 0.089
C 2.49071 2.50417 2.57803 -0.011
H -2.12929 0.64733 -6.85783 0.099
H 1.83178 2.96415 1.81859 0.067
P -0.61683 -0.77834 -4.30686 0.954
H -2.97394 -1.25002 -4.57151 0.060
H 2.28296 -2.54945 -0.41764 0.107
H -0.16115 3.55405 2.91731 0.076
H -4.89116 -0.50464 1.81128 0.138
H -0.89857 -0.25722 -0.72351 0.089
```

Highest occupied orbital energy (alpha / beta) in eV: -13.332 / -13.345
Net charge: +2
Gap between HOMO and LUMO (alpha / beta) in eV: 8.908 / 4.516
Relative energy (zero: lowest compared OMol25 entry of this formula, charge and spin) in kJ/mol: 98.3
Max |F| in eV/A: 3.7
Energy in eV: -57420.053
Multiplicity: 5
E_LUMO (alpha / beta) in eV: -4.42 / -8.83

***

This record from OMol25 describes a 6-piece molecular cluster, C27H40F15O16S overall. The level of theory is ωB97M-V with the def2-TZVPD basis set.

```
99
Properties=species:S:1:pos:R:3:lowdin_charge:R:1
H 2.19584 -1.08844 -0.23207 0.077
H 2.28291 4.51810 -2.04100 0.140
O -3.63680 -3.63063 -4.04945 0.028
H 1.64553 -4.05395 0.29322 0.121
O 2.77518 -3.00769 1.63235 0.020
C 3.87309 -2.11521 3.51862 -0.519
O 5.73319 -2.78308 -1.86100 0.167
H -0.58827 4.26298 7.48827 0.125
C -3.99637 -2.29952 -4.46331 -0.203
C -9.45324 -4.63181 -0.05036 -0.379
F 4.10685 -0.97568 4.18894 0.156
F 2.46343 5.53481 4.16392 0.163
O 7.89867 -2.25659 -2.19496 0.021
H 3.29976 6.00433 -2.30283 0.126
H -0.32060 5.99978 7.54064 0.124
C -7.29230 -5.23500 -0.78465 -0.200
C 1.20427 5.89578 3.85107 -0.514
O -8.67824 -5.57704 -0.61004 0.024
C 2.75464 -1.97263 2.48929 -0.382
H -5.45855 -5.27663 0.34984 0.067
H 7.70201 -3.97609 -1.02291 0.126
F -11.00000 -6.38063 0.46713 0.152
H -0.72051 3.50759 1.61123 0.107
C 3.42648 2.70736 0.40750 -0.082
H 2.29854 2.66297 0.31866 0.046
C 6.58068 -1.98230 -2.14384 -0.368
H -2.57242 4.58770 5.99396 0.085
F 5.04781 -0.25092 -2.72950 0.174
F -4.41444 -6.33017 -3.24126 0.150
O -0.67913 0.00707 -2.28504 -0.447
C 2.66298 5.46431 -1.51082 -0.184
H 3.71537 2.82044 1.50479 0.073
C -2.19458 5.39480 6.62640 -0.063
H 0.75556 3.75056 -0.63555 0.103
O 0.20806 5.74649 -0.85453 -0.149
H -5.03324 -2.07640 -4.19785 0.121
C 1.43817 6.41973 -1.15247 -0.183
S -0.35846 1.44888 -1.89499 0.595
C -3.03782 -1.27968 -3.88030 -0.064
C -4.06948 -4.00777 -2.83731 -0.375
H 8.46163 -5.51187 -2.87430 0.080
H -6.90247 -5.89120 -1.56534 0.122
C 0.37337 6.19301 5.09664 -0.369
F -11.64834 -4.36217 0.85396 0.157
H 1.78133 7.15464 -0.34991 0.127
H -3.26113 -0.28034 -4.25742 0.093
O 0.09359 7.29004 5.49754 0.164
C 1.74106 -3.02012 0.63156 -0.199
C -10.90080 -5.11070 0.02738 -0.521
F -3.77267 -5.77651 -1.25548 0.146
O -0.86598 2.51464 -3.01135 -0.461
H -0.59854 1.65698 0.58789 0.117
C 8.10389 -4.50326 -3.09019 -0.065
O 3.50158 5.14619 -0.35935 -0.194
H 9.32067 -3.57988 -1.58311 0.124
H -2.77642 5.42293 7.54972 0.080
O 1.94732 -1.08488 2.46532 0.171
F -2.37923 -5.69727 -2.89626 0.161
H 8.66045 -4.10465 -3.94214 0.082
F 7.04804 -0.07532 -3.50794 0.153
H 1.37043 -2.20458 -1.33206 0.087
F 1.30485 6.95208 3.03112 0.166
H 1.15994 4.79282 0.85484 0.110
C 8.27038 -3.60569 -1.87971 -0.209
H 1.24127 7.04962 -2.09260 0.129
H 4.10974 3.44543 -1.57304 0.119
O -4.71986 -3.31523 -2.09994 0.159
C 4.10296 3.84123 -0.50859 -0.255
O -9.06220 -3.55348 0.30298 0.172
F 5.04523 -2.47670 2.95990 0.150
F 6.66767 0.28020 -1.41094 0.157
H 5.18886 3.92645 -0.15026 0.116
H -2.35896 6.32837 6.08444 0.078
C -1.23758 1.94036 -0.30541 -0.249
H 0.77887 -2.73171 1.06238 0.125
H -2.00666 -1.53124 -4.13639 0.082
H -6.65975 -6.48426 0.85636 0.084
H -3.09801 -1.25924 -2.79116 0.072
C 0.40595 4.62477 0.02529 -0.168
F 0.68954 4.89118 3.11799 0.149
C 6.33139 -0.50760 -2.45087 -0.523
H -3.93229 -2.28289 -5.55319 0.121
F 3.58438 -3.05415 4.44323 0.150
C -0.99257 4.09474 0.67552 -0.158
H 7.05676 -4.56434 -3.39352 0.078
O 0.02692 5.04754 5.71249 0.025
C -6.52263 -5.45928 0.50153 -0.053
O -1.62561 3.31874 -0.35887 -0.193
H -2.20049 1.32548 -0.29692 0.116
C -0.72284 5.18961 6.92718 -0.208
H 3.82860 1.70148 0.03090 0.075
C -3.65682 -5.45028 -2.55419 -0.517
H -6.87882 -4.79710 1.29355 0.080
H -7.18569 -4.20852 -1.14316 0.120
F -11.50350 -5.07446 -1.17733 0.156
H 3.09118 -2.42285 -0.94104 0.068
C 2.11649 -2.13353 -0.53854 -0.043
O 1.15879 1.48380 -1.70508 -0.451
H -1.65783 4.95713 1.02605 0.133
```

Highest occupied orbital energy in eV: -5.258
Net charge: -1
Gap between HOMO and LUMO in eV: 7.380
Max |F| in eV/A: 6.0
Energy in eV: -113005.293
E_LUMO in eV: 2.12

***

This record from OMol25 describes C39H59BBrF5NbO20 as an isolated structure. The level of theory is ωB97M-V with the def2-TZVPD basis set.

```
126
Properties=species:S:1:pos:R:3:lowdin_charge:R:1
H 6.56587 -8.88055 -2.68652 0.144
O -7.37557 0.56409 -2.57187 0.073
C -3.15393 -2.35993 2.14332 -0.350
H 0.50331 -6.36990 3.14489 0.096
H -4.77758 -1.84463 0.60364 0.089
C 1.54962 -6.69363 3.13118 -0.024
C 6.93080 -11.68337 -1.32910 -0.508
O 1.36099 -9.48092 6.83572 0.126
O 1.09603 -7.97393 5.13083 0.087
H 4.48879 -1.28439 -1.96327 0.076
B -2.63992 0.48563 -0.63320 -0.560
C -3.73351 -2.41505 0.61214 -0.507
Nb -2.28549 -1.75853 -1.01351 1.450
H -4.72983 -4.39161 1.22469 0.062
H -2.05716 -0.26350 2.45852 0.020
C 6.33404 -9.94357 -2.58547 -0.114
H 2.16453 -5.88642 2.72134 0.088
O -6.95886 2.15204 -1.02826 0.087
C 1.40120 8.65906 1.17893 -0.343
C 2.03744 -1.22664 -2.36799 -0.007
H -4.10340 -2.60543 -3.21389 0.004
H 1.01330 10.83502 -6.47213 0.090
C -1.65269 2.58846 2.47289 -0.094
H -8.96888 3.91746 -1.71787 0.085
H -3.48787 1.65960 1.40516 0.101
C -6.91929 0.81336 -1.30884 -0.507
F -0.61747 0.12491 -2.97800 -0.122
C 0.59398 3.43149 5.59032 -0.508
H 2.69019 9.98773 0.04965 0.142
H -4.58036 -4.19375 -0.73507 0.062
H 1.51195 9.31081 2.05499 0.160
H -4.62308 0.94781 -0.56627 0.065
C 2.20369 -4.44903 -1.69766 -0.054
H -2.36989 3.26491 3.14241 0.095
H 3.15488 -10.57616 -1.39311 0.093
O -0.46695 3.32033 6.18265 0.123
H -7.84120 1.87385 -4.11187 0.144
H -0.72081 8.29213 1.34307 0.094
F -1.28126 -1.90725 -4.05409 -0.134
H 1.60374 -7.54890 2.44867 0.084
O 2.02145 8.14401 -3.42915 0.055
C 2.16306 3.18930 4.02801 -0.105
C 0.85751 9.64902 -4.66850 -0.354
H 3.28659 3.46582 5.85347 0.158
H 6.09663 -10.35401 -3.57351 0.141
C 3.05511 7.18492 1.40708 -0.489
H -3.03496 -4.57059 0.36512 0.054
O 1.70663 7.33440 1.58491 0.093
C 0.39839 10.02781 -6.06229 -0.021
C 1.83542 -8.74318 5.98753 -0.508
C 3.86249 -10.12108 -2.09450 -0.014
C 2.00875 -7.07242 4.52497 -0.351
C 3.58766 -3.55274 -1.63078 -0.035
C -4.00629 -1.63633 -2.56353 -0.320
F 2.12829 -6.23178 0.14714 -0.029
H -0.30396 9.78837 0.47111 0.090
H 3.37672 -8.57410 3.73006 0.141
C -7.95820 1.77195 -3.03026 -0.113
H 2.22549 8.14734 -5.46341 0.145
O 0.20975 7.24051 -2.35775 0.136
C -2.47187 2.16338 1.11548 -0.266
C 0.68418 7.97826 -3.20594 -0.499
H 3.02104 9.50814 -4.63074 0.144
H 0.91367 10.54350 -4.03504 0.161
C 5.27688 -10.20922 -1.55725 -0.350
H -3.96999 -2.90355 2.82485 0.097
H 4.45626 4.96354 4.29688 0.093
H 2.88726 2.44203 3.69471 0.146
F 0.94082 -6.75567 -1.85446 -0.004
C 2.17267 -6.08464 -1.35146 -0.221
H -7.46264 4.71103 -1.28521 0.090
H -1.31244 1.69181 3.14767 0.073
C 2.45835 8.92472 0.15070 -0.108
H 2.94042 5.78083 3.86453 0.060
H 1.81473 3.76227 3.16118 0.140
C 0.75924 -3.71144 -2.09283 0.002
H -3.96721 -0.22828 2.38670 0.073
C 2.13585 8.86763 -4.64232 -0.111
H 2.05748 -0.07925 -2.61247 0.091
O 3.56886 8.21384 0.67022 0.069
C 3.46869 5.25509 4.66750 -0.024
O -1.69652 1.32691 0.17119 -0.160
O 5.58232 -11.53388 -1.15126 0.084
O -0.05520 8.74751 -4.06264 0.090
C 3.49758 -1.93315 -1.98505 -0.066
O -6.53035 -0.04280 -0.53135 0.114
H 2.22095 8.51427 -0.83734 0.124
H 3.76140 -10.66654 -3.03922 0.090
H -7.99041 4.68330 -2.98624 0.088
O 3.70945 6.25366 1.84681 0.119
O 1.03951 2.56919 4.62933 0.051
O 7.44455 -10.65445 -2.06595 0.060
H -3.83210 -0.72414 -3.31371 0.026
H -2.01725 -3.54091 -1.38458 -0.080
H -3.01964 -0.91282 3.95499 0.084
H -9.02631 1.75119 -2.78579 0.139
H -2.16058 -2.99955 2.30988 0.077
C 3.28708 -7.85381 4.55115 -0.117
H -2.72485 3.16389 0.53185 0.131
H 3.59482 5.97531 5.48306 0.088
H 4.17227 -7.21329 4.56272 0.142
O 1.49430 4.44045 5.79961 0.082
H -0.11429 8.20175 -0.30304 0.064
H 0.45251 9.17254 -6.74480 0.091
C -7.94461 4.10381 -2.05900 -0.024
O 3.17268 -8.57742 5.76432 0.058
C 0.61588 -2.10108 -2.41239 -0.164
C -7.18926 2.80629 -2.26589 -0.347
H 4.63088 -4.04801 -1.33069 0.091
H 5.38763 -9.55748 -0.68118 0.164
C -4.09355 -4.02088 0.31506 -0.214
C -0.01319 8.74720 0.64167 -0.010
H -0.68699 3.19176 2.17863 0.078
H 3.57172 -9.07992 -2.26506 0.069
O -3.84786 1.19852 -1.17196 -0.067
O 7.58513 -12.61463 -0.88937 0.127
H -0.17416 -4.43571 -2.12917 0.069
C -0.81918 -1.33394 -2.76226 -0.444
H -5.05154 -1.40551 -2.03495 0.008
Br -0.21215 -1.60872 0.60777 0.146
F 3.37466 -6.80368 -1.83528 -0.018
H -6.21249 3.00869 -2.72359 0.167
C -3.03491 -0.82625 2.76816 -0.152
H 2.06490 -6.17793 5.15843 0.162
C 2.68698 4.04584 5.14033 -0.348
H -0.64793 10.35154 -6.04858 0.090
```

Highest occupied orbital energy in eV: -4.859
Net charge: -1
Gap between HOMO and LUMO in eV: 6.155
Max |F| in eV/A: 4.9
Energy in eV: -168194.356
E_LUMO in eV: 1.30

***

This record from OMol25 describes C5H8N2O as an isolated structure. The level of theory is ωB97M-V with the def2-TZVPD basis set.

```
16
Properties=species:S:1:pos:R:3:lowdin_charge:R:1
C 0.76610 0.95901 0.79274 -0.017
H 1.45133 0.70317 1.60954 0.110
H 0.45702 2.00027 0.79492 0.111
H 0.18819 -1.94192 -2.19690 0.065
C -0.76770 0.23591 0.70777 -0.523
H 0.05263 -1.57303 1.19908 0.087
H 2.77834 1.46499 -0.68999 0.114
N -1.79087 1.02249 0.69810 0.091
N -0.75102 -0.99437 1.39890 0.091
O 2.31808 0.76610 -1.17060 0.087
C -0.38509 -1.07336 -1.89455 0.052
H -2.55336 0.67473 1.27735 0.040
H -1.60889 -1.52272 1.31280 0.089
C 1.16515 0.46020 -0.53461 -0.349
C 0.09094 -0.15827 -1.06689 -0.112
H -1.41086 -1.02320 -2.23765 0.064
```

Highest occupied orbital energy (alpha / beta) in eV: -7.909 / -7.911
Gap between HOMO and LUMO (alpha / beta) in eV: 7.822 / 7.823
Relative energy (zero: lowest compared OMol25 entry of this formula, charge and spin) in kJ/mol: 449.4
Max |F| in eV/A: 3.7
Energy in eV: -10338.069
E_LUMO (alpha / beta) in eV: -0.09 / -0.09

***

- The lowest energy belongs to which entry?
  C39H59BBrF5NbO20

***

- Among the records above, which one has the highest max |F|?
  C27H40F15O16S

***

- Number 2 is which compound?
  C27H40F15O16S